Density functional theory data (the ωB97M-V functional and the def2-TZVPD basis) for a molecular structure, C2H8CsN4O2.

The total energy is -12805.078 eV. The charge is +1.

Element x y z (Å)
Cs  -0.06861  2.93528  0.70876
C  -2.46465  0.62697  -1.46705
O  -1.59986  1.50594  -1.40096
N  -3.30966  0.51147  -2.51874
N  -2.69127  -0.28682  -0.46930
H  -4.05599  -0.15367  -2.49478
H  -3.09243  1.08888  -3.31111
H  -2.23223  -0.15132  0.40914
H  -3.17860  -1.14014  -0.66000
C  2.56961  -0.17213  1.28004
O  2.01248  0.89270  0.97609
N  2.82723  -0.52177  2.54958
N  2.96219  -1.10878  0.35033
H  3.26211  -1.39036  2.78543
H  2.62785  0.15243  3.26726
H  3.61630  -1.81308  0.62759
H  2.81554  -0.97560  -0.63225

Mulliken charges, unit e, in atom order: 1.037, 0.624, -0.629, -0.405, -0.371, 0.178, 0.234, 0.161, 0.191, 0.567, -0.633, -0.367, -0.385, 0.177, 0.213, 0.188, 0.219



Density functional theory data (the ωB97M-V functional and the def2-TZVPD basis) for 2 unconnected molecules or ions with the total composition C3H10NO2.

The total energy is -8850.945 eV. The charge is +1.

Element x y z (Å)
O  2.81941  -1.27204  0.37327
C  2.08594  -0.42459  -0.05163
C  0.65021  -0.76592  -0.37336
N  -0.22877  -0.10533  0.65329
C  -1.55844  -0.76573  0.76978
H  2.39840  0.62222  -0.19297
H  0.31426  -0.39371  -1.33673
H  0.60023  -1.85469  -0.26975
H  0.23295  -0.20195  1.55328
H  -0.39148  0.87411  0.36395
H  -1.79467  -0.97158  1.80479
H  -1.57922  -1.74067  0.26154
H  -2.34256  -0.18809  0.27842
H  -1.13814  2.58362  -1.49617
H  0.37681  2.44525  -1.38015
O  -0.44493  2.15908  -0.95757

Mulliken charges, unit e, in atom order: -0.366, -0.050, -0.549, -0.045, -0.838, 0.313, 0.365, 0.456, 0.389, 0.349, 0.362, 0.318, 0.318, 0.321, 0.309, -0.651



Density functional theory data (the ωB97M-V functional and the def2-TZVPD basis) for 6 unconnected molecules or ions with the total composition CH14O5S.

The total energy is -22336.031 eV. The SMILES is CS.O.O.O.O.O.

Element x y z (Å)
C  -1.89182  0.76011  0.90267
S  -2.76635  0.49257  -0.73457
H  -1.20271  1.58527  0.74153
H  -2.65468  0.95037  1.69843
H  -1.32414  -0.10513  1.28493
H  -2.49016  -0.75153  -1.10233
O  -0.55305  -2.49004  -0.10454
H  0.04468  -3.12528  0.29685
H  0.17993  -1.94171  -0.53093
O  0.32175  3.07826  -1.29531
H  0.85081  2.42728  -0.79574
H  0.17463  2.46078  -2.05334
O  0.78786  -1.31684  -2.87881
H  1.63319  -0.89791  -2.85816
H  0.33513  -1.22716  -2.04410
O  1.78099  1.48005  0.60217
H  2.65818  1.64842  0.18441
H  1.61255  2.30416  1.10352
O  0.92903  -2.14171  2.51387
H  1.54932  -1.41779  2.39171
H  0.02488  -1.77216  2.67774

Mulliken charges, unit e, in atom order: -0.283, -0.226, 0.187, 0.311, -0.069, 0.107, -0.557, 0.291, 0.236, -0.602, 0.285, 0.365, -0.585, 0.307, 0.296, -0.702, 0.320, 0.336, -0.631, 0.310, 0.306



Density functional theory data (the ωB97M-V functional and the def2-TZVPD basis) for a molecular structure, C2H3AlO2.

The total energy is -12801.885 eV. The spin multiplicity is 2. The charge is +1. As for the expectation value of S²: 1.004.

Element x y z (Å)
O  -1.95498  -0.10459  2.58919
C  -0.05000  -1.11539  0.62207
O  0.87440  -0.67928  -0.05923
C  0.75708  0.50619  -0.93759
H  0.88038  0.13896  -1.95901
H  -0.22328  0.96364  -0.77274
H  1.57347  1.16758  -0.64015
Al  -1.85707  -0.87712  1.15746

Mulliken charges, unit e, in atom order: -0.196, 0.520, -0.170, -0.473, 0.271, 0.320, 0.248, 0.480



Density functional theory data (the ωB97M-V functional and the def2-TZVPD basis) for a molecular structure, C33H14BCo2F9O6.

The total energy is -147113.714 eV.

Element x y z (Å)
F  0.03715  7.80592  4.56710
C  -0.20147  6.45961  4.74946
C  -1.49315  5.95756  4.58042
C  -1.63237  4.57308  4.53171
F  -2.92261  4.08477  4.64225
C  -0.54141  3.67537  4.51502
B  -0.66921  2.13858  4.17029
C  -1.91805  1.84116  3.15282
C  -3.16428  1.38615  3.58248
F  -3.49547  1.51793  4.90832
C  -4.18209  0.95268  2.74349
C  -3.99787  1.11006  1.37780
F  -5.03070  0.78190  0.52730
C  -2.82211  1.64134  0.85318
C  -1.83226  2.02611  1.75784
F  -0.76262  2.69582  1.20580
C  0.59438  1.40728  3.54900
C  0.75976  0.03177  3.71302
F  -0.06785  -0.62635  4.59742
C  1.72686  -0.72473  3.06932
C  2.59513  -0.08295  2.19655
F  3.55529  -0.80117  1.51386
C  2.52499  1.29496  2.00095
C  1.53407  1.99515  2.67811
F  1.55296  3.35123  2.46243
H  -0.96366  1.61645  5.48835
C  0.66658  4.25617  4.90473
F  1.69564  3.40570  5.26101
C  0.89335  5.62036  4.98954
H  -2.37241  6.59279  4.46392
H  -5.09355  0.54550  3.16732
H  -2.67709  1.77211  -0.21579
H  1.78572  -1.78448  3.27544
H  3.24277  1.83974  1.38655
H  1.88924  5.99081  5.20335
O  5.12646  2.96375  7.18663
C  4.07440  2.62085  7.53361
Co  2.44161  2.10243  7.91456
C  2.09690  3.77735  8.29557
O  1.68452  4.85766  8.32090
C  2.91998  0.77884  6.78869
O  3.48690  0.11743  6.01594
C  0.66141  1.61874  8.52090
C  -0.29951  1.08806  7.67379
C  -1.45702  1.49835  6.99824
C  -2.67114  0.71520  7.38402
C  -3.92022  1.35166  7.55305
C  -5.04218  0.63720  7.96042
C  -4.93737  -0.71328  8.27887
C  -3.74460  -1.36505  8.03788
C  -2.63459  -0.67355  7.54817
Co  0.78081  -0.20022  8.30840
C  2.29111  -0.83519  8.99133
O  3.23778  -1.30606  9.46675
C  0.59453  -1.48648  7.02217
O  0.59473  -2.41588  6.33348
C  -0.10824  -0.72098  9.79802
O  -0.67840  -0.96202  10.77208
H  0.33731  2.09863  9.47726
H  -1.68534  2.59272  7.09198
H  -4.01957  2.40486  7.27719
H  -6.00870  1.12161  8.06090
H  -5.75169  -1.25623  8.74123
H  -3.67646  -2.42753  8.22794
H  -1.74958  -1.21066  7.20648

Mulliken charges, unit e, in atom order: -0.324, 0.256, -0.863, -0.426, -0.313, 1.545, 0.891, 0.939, 0.228, 0.083, -1.103, 0.306, -0.323, -0.923, -0.085, -0.335, 1.347, -0.541, -0.334, -0.847, 0.331, -0.341, -0.799, 0.016, -0.408, -0.405, -0.435, -0.217, -0.677, 0.481, 0.488, 0.498, 0.522, 0.484, 0.545, -0.344, 0.379, 0.236, 0.170, -0.314, 0.094, -0.420, -0.760, -0.611, 1.072, 0.888, -0.365, -0.939, -0.490, -0.879, -0.106, 0.191, 0.445, -0.431, 0.166, -0.399, 0.099, -0.382, 0.552, 0.765, 0.409, 0.411, 0.413, 0.447, 0.441



Density functional theory data (the ωB97M-V functional and the def2-TZVPD basis) for 2 unconnected molecules or ions with the total composition C4H5I.

The total energy is -12324.717 eV.

Element x y z (Å)
C  -0.72757  -1.67868  0.60315
C  -1.74201  -0.87930  0.84494
C  -0.45355  -0.22140  0.64074
C  -0.03088  0.66474  -0.47971
I  -3.73376  -0.66889  1.29148
H  -0.34246  -2.66115  0.47823
H  0.20012  0.33245  2.15644
H  -0.78501  0.62573  -1.26746
H  0.92204  0.33396  -0.89096
H  0.07242  1.69525  -0.15116

Mulliken charges, unit e, in atom order: 0.016, -0.621, -0.027, -0.936, 0.155, 0.388, 0.118, 0.345, 0.268, 0.294



Density functional theory data (the ωB97M-V functional and the def2-TZVPD basis) for 8 unconnected molecules or ions with the total composition C40H81BClF2N8O16.

The total energy is -106113.268 eV. The charge is -1.

Element x y z (Å)
C  5.44635  0.52842  3.32655
C  5.77974  1.16924  2.00038
O  5.20095  0.41221  0.94242
C  5.10820  1.21621  -0.23613
C  3.71487  1.15877  -0.84813
O  3.03320  2.38887  -0.75697
C  2.57490  2.75268  0.54554
C  2.16428  1.63217  1.47713
C  0.77705  1.00755  1.28037
C  0.68360  -0.04976  0.18110
C  -0.67699  -0.71790  0.08470
C  -1.85180  0.27710  0.01577
C  -2.99883  -0.25310  -0.84665
O  -4.28624  -0.18181  -0.18545
C  -4.65968  1.04595  0.27102
C  -4.51052  2.21265  -0.66834
O  -5.12102  1.16251  1.39410
O  3.62302  3.44624  1.19539
B  3.73126  4.76168  0.57629
F  3.79602  5.77216  1.56872
O  4.94150  4.88058  -0.30688
N  6.06358  4.97805  0.40640
O  7.04161  4.73509  -0.23266
O  2.50960  4.88925  -0.22329
C  1.58361  3.99425  0.30614
C  0.60149  3.59640  -0.82474
C  -0.83287  3.96912  -0.63002
O  -1.58036  3.66361  0.27812
F  -1.32992  4.71451  -1.66108
C  1.01422  4.37484  1.65922
C  0.22444  5.69395  1.79675
C  0.79450  6.52983  2.94652
Cl  0.20941  6.73742  0.34469
H  6.12673  0.93036  4.06939
H  4.42816  0.75580  3.62574
H  5.55620  -0.55199  3.28611
H  6.86515  1.18203  1.86845
H  5.37908  2.18039  1.97912
H  5.40183  2.23796  -0.03250
H  5.83458  0.83016  -0.95708
H  3.17727  0.31215  -0.43009
H  3.83124  0.94106  -1.90606
H  2.89276  0.82720  1.50300
H  2.17648  2.07036  2.47026
H  -0.00681  1.74251  1.11913
H  0.52321  0.50742  2.21754
H  1.43402  -0.81593  0.38539
H  0.96193  0.38315  -0.77912
H  -0.68343  -1.30637  -0.82865
H  -0.84084  -1.42638  0.89470
H  -2.20796  0.43975  1.02779
H  -1.49609  1.20269  -0.42496
H  -2.87472  -1.28330  -1.13480
H  -3.04613  0.31503  -1.77511
H  -3.46897  2.38094  -0.92309
H  -4.85397  3.08662  -0.13328
H  -5.06037  2.05772  -1.59099
H  0.96955  4.06355  -1.72745
H  0.61188  2.52562  -1.00417
H  0.32870  3.58296  1.95129
H  1.79670  4.37481  2.40576
H  -0.80703  5.48560  2.05054
H  0.12133  7.35277  3.17042
H  1.00125  5.90999  3.81204
H  1.71894  6.97404  2.58719
C  -2.13764  -3.20325  -3.46144
O  -1.95531  -2.25941  -2.71681
N  -3.35513  -3.65141  -3.81331
C  -3.54225  -4.78119  -4.70055
C  -4.51677  -2.96255  -3.27249
H  -1.30852  -3.77234  -3.91297
H  -4.09807  -4.47479  -5.58926
H  -4.09772  -5.57273  -4.19276
H  -2.57620  -5.17427  -5.00920
H  -4.49887  -1.91367  -3.57075
H  -4.49725  -3.00849  -2.18255
H  -5.42794  -3.42798  -3.64038
C  -5.63789  -5.90817  -0.79634
O  -4.99427  -6.83845  -0.34010
N  -6.47159  -5.13032  -0.09500
C  -7.21555  -4.03949  -0.70843
C  -6.63553  -5.38633  1.32444
H  -5.58416  -5.62691  -1.86258
H  -6.95196  -3.09906  -0.23483
H  -8.28503  -4.21203  -0.59077
H  -6.98068  -3.98212  -1.76877
H  -5.67700  -5.29295  1.83527
H  -7.00737  -6.39988  1.48213
H  -7.33902  -4.67035  1.74052
C  4.41952  -3.76257  -1.41958
O  3.84819  -2.84791  -1.97866
N  5.39065  -3.62040  -0.50131
C  6.03005  -4.75941  0.11882
C  5.80908  -2.27377  -0.11975
H  4.17987  -4.82111  -1.63092
H  5.88088  -4.73306  1.20066
H  7.10298  -4.74956  -0.08776
H  5.60669  -5.68358  -0.27068
H  4.97089  -1.72207  0.28526
H  6.17664  -1.74366  -0.99907
H  6.59707  -2.33293  0.62640
C  4.42678  3.15084  5.89083
O  5.34612  2.35549  5.94103
N  4.38069  4.21140  5.06627
C  3.25037  5.11650  5.03131
C  5.50161  4.45008  4.16775
H  3.52198  3.04722  6.51522
H  2.80548  5.12112  4.03422
H  3.57194  6.13068  5.27777
H  2.49830  4.80081  5.75208
H  5.64126  3.59400  3.50939
H  6.41692  4.59297  4.74401
H  5.30480  5.33303  3.56629
C  -7.24424  -10.23390  -3.32844
O  -7.61966  -9.10198  -3.56610
N  -6.20128  -10.54954  -2.54244
C  -5.80706  -11.92161  -2.30442
C  -5.44643  -9.47256  -1.91229
H  -7.74654  -11.12046  -3.75505
H  -5.86278  -12.15021  -1.23805
H  -4.78242  -12.08442  -2.64542
H  -6.46739  -12.59850  -2.84308
H  -6.09696  -8.87901  -1.27623
H  -5.03050  -8.81721  -2.67685
H  -4.64068  -9.88754  -1.31405
C  11.31554  7.01353  0.58568
O  12.22873  7.71858  0.97894
N  10.75119  7.10285  -0.62886
C  9.66393  6.23208  -1.04807
C  11.25060  8.10733  -1.54873
H  10.86848  6.22438  1.21202
H  9.96660  5.66192  -1.92890
H  8.78449  6.82666  -1.29548
H  9.39930  5.54054  -0.25442
H  12.31094  7.94280  -1.74644
H  11.13846  9.10238  -1.11622
H  10.69407  8.05200  -2.48057
C  -9.55572  -0.78180  -0.93772
O  -8.64842  -1.49901  -0.56677
N  -10.84859  -1.15354  -0.99386
C  -11.89133  -0.25315  -1.44202
C  -11.20003  -2.50384  -0.58904
H  -9.38822  0.25815  -1.26409
H  -12.62788  -0.10452  -0.64978
H  -12.39481  -0.66530  -2.31902
H  -11.46151  0.71048  -1.70538
H  -10.90698  -2.67252  0.44790
H  -10.67719  -3.23023  -1.21232
H  -12.27259  -2.64618  -0.69055

Mulliken population analysis, charges in e, atoms 1 to 99: -1.397, 0.825, -0.283, -0.482, -0.125, -0.290, 0.151, -1.115, -0.816, -0.569, -1.517, 0.720, -0.584, -0.427, 0.749, -0.547, -0.631, 0.176, 1.064, -0.382, -0.507, 0.204, -0.508, -0.754, 2.054, -0.705, 0.443, -0.495, -0.399, -0.961, -0.024, -1.452, -0.249, 0.417, 0.232, 0.395, 0.575, -0.830, -0.045, 0.688, -0.238, 0.549, 0.962, 0.049, -0.289, 0.855, 0.376, 0.329, 0.445, 0.304, 0.558, -0.457, 0.109, 0.298, -0.128, 0.348, 0.302, 0.402, 0.118, 0.457, -0.673, 0.652, 0.460, 0.264, 0.333, 0.009, -0.557, 0.225, -0.831, -0.996, 0.272, 0.335, 0.231, 0.287, 0.401, 0.206, 0.420, 0.327, -0.681, 0.251, -1.115, -1.011, 0.146, 0.414, 0.562, 0.141, 0.324, 0.292, 0.359, 0.040, -0.568, 0.215, -0.946, -0.683, 0.255, 0.323, 0.312, 0.315, 0.111



Density functional theory data (the ωB97M-V functional and the def2-TZVPD basis) for 3 unconnected molecules or ions with the total composition C7H22O9P2.

The total energy is -44612.986 eV. The spin multiplicity is 2. The charge is +1. As for the expectation value of S²: 0.761.

Element x y z (Å)
C  19.96298  17.05765  0.80159
O  20.08956  15.67136  0.59466
H  20.39422  17.78213  0.11074
H  18.93351  17.40135  0.90232
H  20.43992  17.29244  1.75316
H  20.88363  15.45189  0.10182
C  21.36903  17.64610  -6.72967
O  20.65528  17.90815  -5.45923
P  20.42816  16.65391  -4.50665
O  19.20727  15.80486  -4.89637
O  21.83997  15.81438  -4.49106
C  21.98422  14.67386  -5.31929
O  20.30979  17.43433  -3.06825
C  19.00457  17.81931  -2.65162
H  21.65575  18.58176  -7.20970
H  20.59107  17.21456  -7.35948
H  22.22262  16.96949  -6.77077
H  22.98682  14.63382  -5.74503
H  21.15564  14.54136  -6.01498
H  21.97849  13.87602  -4.57664
H  19.25626  18.79626  -2.23892
H  18.90187  16.99270  -1.94858
H  18.15762  17.82194  -3.33773
C  22.03220  12.77721  1.67374
O  21.71649  12.63462  0.34446
P  22.80055  12.97882  -0.83272
O  24.08564  12.23815  -0.63084
O  21.89010  12.79289  -2.22030
C  21.65244  11.42310  -2.71724
O  22.89455  14.60241  -0.73970
C  23.52403  15.23665  -1.83056
H  23.08963  12.99814  1.81909
H  21.86210  11.79502  2.11473
H  21.26879  13.38887  2.15456
H  22.37731  11.04772  -3.43958
H  20.70707  11.38471  -3.25843
H  21.48787  10.67749  -1.93936
H  23.74098  14.49253  -2.59691
H  24.40496  15.79077  -1.50647
H  22.75152  15.91011  -2.20176

Mulliken charges, unit e, in atom order: -0.742, -0.459, 0.234, 0.325, 0.322, 0.300, -0.681, -0.276, 1.080, -0.279, -0.110, -0.491, -0.208, -0.714, 0.307, 0.360, 0.307, 0.326, 0.494, -0.079, 0.246, 0.335, 0.407, -0.747, -0.300, 0.852, -0.668, -0.078, -0.810, -0.256, -0.405, 0.397, 0.271, 0.243, 0.315, 0.282, 0.353, 0.277, 0.309, -0.040